102
Properties=species:S:1:pos:R:3 method="wB97M-V/def2-TZVPD" charge=+2 energy_ha=-4965.06954
Ga 0.225 -0.063 -0.109
C -1.821 -1.354 -5.981
O -1.090 -0.530 -6.871
C 0.070 0.084 -6.548
C 0.593 0.837 -7.602
C 1.766 1.546 -7.479
C 2.483 1.502 -6.285
C 1.986 0.757 -5.240
C 0.771 0.065 -5.334
N 0.324 -0.648 -4.164
C 0.023 -0.083 -2.975
N -0.010 1.249 -2.941
C -0.331 2.139 -1.882
C -0.196 1.793 -0.539
C -0.422 2.753 0.443
C -0.791 4.045 0.096
C -0.936 4.373 -1.238
C -0.713 3.436 -2.237
O -0.829 3.890 -3.512
C -1.553 3.157 -4.509
N -0.257 -0.818 -1.886
C -0.182 -2.238 -1.984
C -1.149 -3.023 -2.585
C -0.992 -4.407 -2.630
C 0.121 -4.999 -2.052
C 1.083 -4.223 -1.411
C 0.917 -2.852 -1.380
O 1.764 -1.977 -0.757
C 3.085 -2.456 -0.448
H -2.696 -1.678 -6.536
H -2.148 -0.807 -5.098
H -1.253 -2.243 -5.693
H 0.027 0.845 -8.526
H 2.132 2.128 -8.315
H 3.423 2.027 -6.181
H 2.555 0.673 -4.320
H 0.269 -1.649 -4.200
H 0.187 1.686 -3.822
H -0.294 2.500 1.484
H -0.971 4.792 0.860
H -1.238 5.367 -1.545
H -2.040 3.892 -5.141
H -2.317 2.515 -4.064
H -0.880 2.569 -5.141
H -2.031 -2.554 -3.006
H -1.742 -5.018 -3.118
H 0.251 -6.074 -2.094
H 1.947 -4.700 -0.959
H 3.638 -1.610 -0.066
H 3.562 -2.831 -1.351
H 3.061 -3.240 0.310
O -1.011 -1.107 0.921
P -1.094 -1.873 2.239
C 0.603 -2.228 2.786
P 1.697 -0.770 2.728
O 1.519 -0.076 1.379
C 1.345 0.322 4.088
C 1.980 0.118 5.315
C 1.713 0.975 6.373
C 0.830 2.032 6.202
C 0.202 2.237 4.977
C 0.462 1.385 3.919
C 3.358 -1.374 2.935
C 4.395 -0.538 2.511
C 5.709 -0.948 2.660
C 5.990 -2.184 3.235
C 4.959 -3.011 3.665
C 3.640 -2.608 3.519
C -1.940 -0.936 3.488
C -1.723 -1.174 4.847
C -2.429 -0.443 5.789
C -3.353 0.512 5.376
C -3.578 0.737 4.023
C -2.874 0.014 3.074
C -1.919 -3.431 2.006
C -1.849 -4.049 0.757
C -2.483 -5.266 0.564
C -3.181 -5.861 1.608
C -3.249 -5.245 2.851
C -2.623 -4.026 3.056
H 0.996 -2.956 2.073
H 0.608 -2.671 3.784
H 2.685 -0.698 5.445
H 2.208 0.826 7.326
H 0.639 2.711 7.027
H -0.486 3.065 4.849
H -0.019 1.530 2.964
H 4.167 0.426 2.067
H 6.516 -0.303 2.332
H 7.019 -2.502 3.354
H 5.183 -3.970 4.115
H 2.845 -3.263 3.862
H -1.006 -1.917 5.180
H -2.262 -0.620 6.845
H -3.905 1.080 6.116
H -4.308 1.474 3.708
H -3.039 0.185 2.015
H -1.317 -3.571 -0.057
H -2.435 -5.747 -0.407
H -3.683 -6.809 1.450
H -3.801 -5.710 3.660
H -2.697 -3.536 4.020